125
Properties=species:S:1:pos:R:3:forces:R:3:mulliken_charge:R:1 method="wB97M-V/def2-TZVPD" de_lowest_kj_mol=0.0 orbital_gap_ev=7.0 multiplicity=1 e_homo_ev=-8.02 smiles="[H]/N=C(/C)CN1C(=O)c2c(CCCP(=O)(OCC)OCC)c(N(C(C)=O)C(C)=O)c(-c3cccnc3)c([C@H](Br)CC)c2C1=O.CCN(CC)CC.CCN(CC)CC" total_energy_ev=-147260.0240 fmax_ha_per_bohr=0.0804
H -3.7004 -4.2387 2.4258 -0.297 0.112 0.062 0.278
N -4.5868 -3.8359 2.7602 0.083 0.649 0.214 -0.737
C -4.4073 -2.6287 3.1175 0.220 0.792 -0.036 0.548
C -5.5552 -1.7159 3.6677 0.975 -0.301 -0.091 -0.745
C -2.9702 -1.9559 3.0418 -1.954 -0.175 0.555 0.028
N -2.3723 -2.1392 1.6969 1.217 1.975 2.195 0.183
C -0.9848 -1.7002 1.7902 0.198 -1.019 -2.849 -0.339
O -0.3497 -1.3959 2.7562 -0.292 -0.397 -0.033 -0.613
C -0.5852 -1.6728 0.2908 -0.453 0.532 -2.530 -0.012
C 0.6651 -1.8913 -0.3920 -1.006 0.278 -0.410 0.328
C 1.9363 -2.2097 0.4384 -0.427 0.431 -0.528 -0.659
C 2.9460 -0.9907 0.5022 0.449 -0.921 0.196 0.004
C 3.6375 -0.9630 1.9458 -0.715 0.354 -1.578 -0.697
P 5.2566 -1.8688 2.0070 3.060 1.464 0.813 0.870
O 6.1917 -1.1219 2.9047 -1.315 -0.825 -0.636 -0.818
O 5.1338 -3.4649 2.4646 -1.214 1.709 -0.755 -0.408
C 4.0490 -3.7203 3.3858 -0.494 -0.229 1.430 0.120
C 4.1847 -2.9436 4.7647 -0.473 -0.653 0.259 -0.972
O 5.9987 -1.8776 0.4941 -1.851 -1.622 1.550 -0.375
C 6.2321 -3.2294 0.0160 1.145 -0.861 -1.528 -0.048
C 6.8871 -3.2267 -1.4255 -0.633 0.030 0.830 -1.093
C 0.6771 -1.8104 -1.8634 -2.182 0.735 2.087 -1.257
N 1.9631 -2.0737 -2.4842 -1.101 -1.081 -2.256 1.242
C 2.4439 -0.9953 -3.3346 1.536 1.884 -0.189 0.246
C 2.6658 -1.0566 -4.8754 -0.068 -0.973 0.056 -1.028
O 2.7266 0.0426 -2.7796 -0.614 -0.498 -0.078 -0.513
C 2.1109 -3.3896 -3.0330 -1.230 -2.014 0.251 0.526
C 0.9940 -4.4602 -2.6971 0.098 0.341 0.642 -0.769
O 3.0466 -3.7778 -3.6895 0.076 1.279 0.268 -0.573
C -0.5576 -1.4764 -2.6062 -0.016 0.057 0.736 -0.111
C -0.5504 -1.3348 -4.1584 -0.029 -0.703 0.900 0.258
C -0.8552 -2.5203 -4.9621 0.566 3.420 -2.256 -0.203
C -0.8547 -2.2256 -6.4123 0.298 0.804 2.722 -0.805
C -0.5524 -0.8581 -6.7901 -0.276 -1.219 -1.118 -0.382
N -0.2583 0.2154 -6.0241 -0.554 -1.491 1.110 -0.436
C -0.2768 -0.0095 -4.6857 -0.439 -2.003 -0.615 -0.216
C -1.8463 -1.2477 -1.9171 1.566 0.228 1.636 -0.116
C -3.1742 -0.9318 -2.6553 0.768 -1.582 -0.922 -0.289
Br -4.0780 0.7069 -2.0520 0.565 -0.378 -0.332 -0.080
C -4.0807 -2.2521 -2.6032 -0.732 0.578 -0.099 -0.421
C -5.4722 -2.0751 -1.8989 -0.338 -1.229 -0.151 -1.316
C -1.8120 -1.3713 -0.4730 1.672 -0.182 0.324 1.681
C -2.8852 -1.2640 0.6463 0.315 -0.893 -0.483 -0.263
O -3.8894 -0.6313 0.7830 0.260 -0.313 -0.272 -0.514
H -6.0314 -1.1641 2.8175 0.333 -0.575 0.695 0.175
H -6.2943 -2.3165 4.2462 0.505 0.482 -0.615 0.363
H -5.0842 -0.9436 4.3330 -0.563 -0.671 -0.477 0.087
H -3.0690 -0.8652 3.3006 0.284 -1.003 -0.240 -0.260
H -2.3589 -2.4820 3.8249 -0.282 0.655 -0.978 0.534
H 2.4688 -3.0860 -0.0192 -0.513 0.634 0.538 0.138
H 1.5898 -2.4648 1.4744 0.351 0.120 -0.996 0.370
H 2.4798 -0.0083 0.2497 0.152 -0.869 0.412 0.145
H 3.7296 -1.1728 -0.2837 -0.732 0.408 0.740 0.280
H 3.8366 0.1239 2.1522 0.351 -1.267 0.159 0.405
H 2.9178 -1.3383 2.7119 0.697 0.345 -0.488 0.271
H 4.0575 -4.8171 3.6134 0.164 0.958 -0.543 0.457
H 3.0473 -3.4719 2.9432 1.000 -0.325 0.098 -0.175
H 3.2989 -2.2658 4.9119 1.078 -0.357 -0.187 0.245
H 4.1207 -3.6921 5.6037 0.128 0.688 -0.806 0.340
H 5.1565 -2.4041 4.8700 -0.910 -0.306 -0.284 0.314
H 5.2773 -3.8184 -0.0716 0.867 0.587 0.357 0.175
H 6.9656 -3.7550 0.6892 -0.976 0.510 -0.381 0.368
H 6.1195 -2.8614 -2.1505 0.850 -0.143 0.371 0.188
H 7.1198 -4.2983 -1.6638 -0.149 0.970 0.121 0.356
H 7.8317 -2.6228 -1.4557 -0.974 -0.489 -0.011 0.307
H 2.3146 -0.1058 -5.3478 0.137 -0.839 0.716 0.296
H 2.1272 -1.9418 -5.2956 0.559 0.832 0.034 0.231
H 3.7616 -1.1298 -5.1201 -1.051 -0.165 0.521 0.360
H 0.9726 -4.6318 -1.5846 -0.040 0.173 -0.987 0.233
H -0.0274 -4.1302 -2.9927 0.861 -0.177 0.355 0.025
H 1.2223 -5.4318 -3.1975 0.089 1.015 0.332 0.340
H -1.0918 -3.5170 -4.5438 0.193 0.927 -0.309 0.423
H -1.0841 -3.0228 -7.1597 0.280 1.017 0.655 0.362
H -0.5689 -0.6610 -7.8941 0.092 -0.075 1.138 0.338
H -0.0665 0.8383 -3.9953 -0.154 -0.754 -0.591 0.671
H -2.9459 -0.7722 -3.7436 -0.144 0.172 1.248 0.438
H -4.2859 -2.5782 -3.6618 0.301 0.353 0.966 0.355
H -3.4933 -3.0722 -2.1235 -0.500 0.674 -0.243 0.356
H -5.4112 -1.7494 -0.8350 0.065 -0.028 -0.941 0.224
H -6.1813 -1.4299 -2.4787 0.867 -0.343 0.577 0.354
H -5.9521 -3.0986 -1.8848 0.446 0.974 0.021 0.403
C -2.6892 5.2388 5.3454 0.013 0.006 -0.096 -1.429
C -2.3198 4.0046 6.1573 0.019 0.108 -0.137 -0.347
N -3.0343 2.8045 5.7502 -0.243 -0.296 0.173 0.168
C -2.8992 1.7040 6.6968 -0.062 0.072 0.189 -0.553
C -1.5044 1.1105 6.9062 0.057 -0.212 0.064 -0.825
C -2.9214 2.4356 4.3471 -0.032 0.297 -0.258 -0.706
C -1.5186 2.1965 3.7828 0.054 -0.198 -0.172 -0.668
H -3.7671 5.4144 5.3637 0.039 -0.077 -0.024 0.334
H -2.1992 6.1191 5.7672 0.005 -0.062 -0.008 0.435
H -2.3676 5.1561 4.3051 -0.039 0.015 0.027 0.284
H -2.5668 4.2206 7.2014 -0.013 -0.254 0.002 0.466
H -1.2299 3.8662 6.1153 0.066 0.078 0.040 0.270
H -3.5852 0.8994 6.4114 0.008 0.094 -0.161 0.220
H -3.2675 2.0523 7.6681 0.027 0.135 -0.075 0.388
H -1.1986 0.4856 6.0670 0.064 0.071 -0.010 0.059
H -1.5088 0.4701 7.7926 -0.013 0.037 -0.025 0.413
H -0.7452 1.8782 7.0663 -0.041 -0.011 -0.039 0.274
H -3.3966 3.2194 3.7489 0.033 0.044 0.110 0.340
H -3.5345 1.5481 4.1570 0.001 -0.003 0.238 0.151
H -0.8055 2.9635 4.0903 -0.045 -0.011 0.028 0.365
H -1.5574 2.2106 2.6896 -0.013 0.016 0.025 0.373
H -1.1271 1.2211 4.0724 0.103 0.072 0.037 -0.017
C -0.0157 7.3777 -3.3808 0.015 0.009 -0.094 -1.436
C 0.3697 6.1596 -2.5521 0.017 0.090 -0.144 -0.329
N -0.3134 4.9406 -2.9560 -0.241 -0.268 0.141 0.159
C -0.1666 3.8532 -1.9971 -0.053 0.050 0.219 -0.851
C 1.2386 3.2934 -1.7651 0.025 -0.207 0.036 -0.652
C -0.1751 4.5595 -4.3546 -0.042 0.254 -0.232 -0.678
C 1.2392 4.3440 -4.8998 0.060 -0.154 -0.171 -0.805
H -1.0973 7.5300 -3.3778 0.040 -0.077 -0.022 0.333
H 0.4499 8.2725 -2.9617 0.006 -0.061 -0.007 0.437
H 0.3208 7.2917 -4.4162 -0.040 0.013 0.027 0.294
H 0.1049 6.3803 -1.5133 -0.007 -0.252 0.007 0.444
H 1.4628 6.0444 -2.5790 0.066 0.082 0.042 0.263
H -0.8317 3.0307 -2.2830 -0.011 0.093 -0.155 0.294
H -0.5548 4.2020 -1.0334 0.010 0.136 -0.074 0.439
H 1.5681 2.6675 -2.5943 0.101 0.047 0.026 0.003
H 1.2370 2.6608 -0.8727 -0.007 0.014 -0.029 0.258
H 1.9791 4.0786 -1.6026 -0.038 -0.013 -0.039 0.406
H -0.6594 5.3273 -4.9663 0.036 0.053 0.110 0.377
H -0.7668 3.6575 -4.5425 0.010 0.001 0.237 0.295
H 1.9316 5.1292 -4.5910 -0.038 -0.014 0.038 0.288
H 1.2138 4.3464 -5.9928 -0.016 0.003 0.041 0.388
H 1.6487 3.3805 -4.5958 0.086 0.078 0.048 0.079